1.
Density functional theory data (ωB97M-V/def2-TZVPD) for the ion C5H7N4O with charge +1.

Geometry (Å):
C 0.642 -0.345 1.814
C 0.639 -0.976 0.622
N 1.049 -2.320 0.306
C 1.007 -2.392 -1.073
N 0.495 -1.373 -1.660
C 0.209 -0.413 -0.654
N -0.294 0.714 -1.185
C -0.889 1.886 -0.805
N -1.436 2.039 0.325
O -2.150 3.136 0.579
H 0.900 -0.936 2.646
H 0.224 0.694 1.919
H 1.536 -2.916 0.928
H 1.376 -3.225 -1.506
H -0.370 0.689 -2.216
H -0.948 2.529 -1.575
H -1.992 3.211 1.534

Results
HOMO energy (spin up / spin down)	-13.289 / -13.289	eV
LUMO level (spin up / spin down)	-5.74 / -5.74	eV
frontier orbital gap (spin up / spin down)	7.55 / 7.55	eV
charge	+1
relative energy (zero: lowest compared OMol25 entry of this formula, charge and spin)	3.0335	eV



2.
Density functional theory data (ωB97M-V/def2-TZVPD) for the ion C5H7N4O2 with charge +1.

Geometry (Å):
C -0.218 0.016 -2.676
O -0.280 0.569 -1.409
N 0.847 0.204 -0.598
C 2.111 0.922 -0.911
C 0.507 -0.160 0.650
O 1.237 -0.130 1.590
N -0.914 -0.501 0.628
C -1.595 -0.266 1.568
C -2.165 -0.308 2.764
N -1.747 -1.291 3.578
N -1.393 -2.206 4.104
H -1.271 0.275 -3.101
H -0.126 -1.043 -2.800
H 0.575 0.418 -3.261
H 2.102 1.031 -1.925
H 2.218 1.868 -0.370
H 3.067 0.250 -0.865
H -2.955 0.352 3.034

Results
HOMO energy	-13.697	eV
LUMO level	-5.68	eV
frontier orbital gap	8.02	eV
charge	+1
relative energy (zero: lowest compared OMol25 entry of this formula, charge and spin)	4.7935	eV



3.
Density functional theory data (ωB97M-V/def2-TZVPD) for the ion C5H7N4O6 with charge -1.

Geometry (Å):
O -0.831 -2.631 0.160
C -0.648 -1.421 0.267
C 0.377 -0.573 0.239
N 1.726 -1.154 -0.046
C 3.008 -0.739 0.042
N 3.408 0.396 0.444
O 4.817 0.557 0.247
C 0.166 0.827 0.221
N -1.034 1.389 0.040
O -1.393 2.629 0.335
C -2.234 0.512 -0.111
O -3.153 1.241 0.493
O -2.346 0.347 -1.485
N -1.947 -0.695 0.429
O -3.055 -1.526 0.500
H 1.599 -2.087 -0.292
H 3.810 -1.320 -0.364
H 4.956 1.424 0.070
H 0.928 1.587 0.307
H -2.708 2.270 0.511
H -2.422 1.246 -1.848
H -3.022 -2.279 -0.158

Results
HOMO energy	-3.588	eV
LUMO level	3.30	eV
frontier orbital gap	6.89	eV
charge	-1